{
  "formula": "C4H12NO2",
  "method": "ωB97M-V/def2-TZVPD",
  "relative_energy_kcal_mol": 29.3,
  "e_homo_ev": -2.58,
  "e_tot_ev": -9926.9542,
  "charge": -1,
  "lumo_ev": 3.938,
  "homo_lumo_gap_ev": 6.5,
  "species": ["C", "O", "C", "C", "C", "N", "H", "H", "H", "H", "H", "H", "H", "H", "H", "H", "H", "H", "O"],
  "positions_angstrom": [[-0.330563, 1.571832, 1.296319], [-0.653988, 0.675366, 2.250428], [0.807098, 1.122387, 0.356513], [0.419537, 0.314752, -0.970169], [-1.036401, -0.097554, -1.164510], [-1.527825, -0.990509, -0.124286], [-1.234785, 1.783572, 0.650216], [0.002839, 2.566187, 1.701802], [1.498231, 1.889942, -0.014907], [1.547881, 0.475699, 0.842992], [0.751742, 0.951814, -1.802268], [1.061517, -0.570525, -0.989898], [-1.163441, -0.612930, -2.119974], [-1.593564, 0.831337, -1.176183], [-1.849208, -0.478581, 0.682381], [-0.807280, -1.587547, 0.241386], [1.413321, -2.333820, 0.825009], [1.038336, -2.579726, -0.580001], [1.656558, -2.931694, 0.095141]],
  "forces_ev_per_angstrom": [[-0.1, -0.2, 0.3], [0.1, -0.2, 0.1], [0.6, -1.1, -1.5], [0.5, 0.6, 0.5], [0.8, -0.2, 0.5], [-1.0, -0.2, -0.4], [0.4, 0.4, -0.1], [-0.2, 0.0, -0.1], [-0.5, 0.7, 0.1], [-0.5, 0.0, 0.7], [-0.2, -0.3, -0.2], [0.0, -0.1, -0.2], [0.1, 0.2, -0.3], [-0.6, -0.1, -0.1], [0.3, 0.4, 0.4], [0.3, 0.0, 0.0], [0.4, -0.3, 0.0], [0.6, -0.5, 0.2], [-1.0, 0.8, -0.2]]
}